Record 1
# C28H33FN8O4SSr

A molecular structure, C28H33FN8O4SSr in a non-equilibrium geometry (ωB97M-V/def2-TZVPD, the Open Molecules 2025 dataset).

Values from the calculation:
- E_HOMO: -0.31018 hartree
- Charge: 0
- Electronic energy: -64068.4168 eV
- Relative energy (zero: lowest compared OMol25 entry of this formula, charge and spin): 348.60 kJ/mol
- Lowest unoccupied orbital energy: -0.25 eV
- Orbital gap: 8.19 eV

Each line ends with the Mulliken charge.
Cartesian coordinates (Å):
Sr -0.21353 0.27397 0.20591  1.395
C -0.32922 2.42764 2.14193  -0.918
C 0.88278 1.41695 2.31019  0.383
C 2.07377 1.85323 1.46158  -0.104
C 3.07916 2.66313 1.96960  -0.931
C 4.11209 3.03996 1.12386  -0.395
C 4.11285 2.60230 -0.19069  -1.001
C 3.06595 1.80184 -0.62039  -0.506
N 2.07308 1.44549 0.18850  0.692
N -1.24538 2.06719 1.02611  0.360
C -2.29481 1.06005 1.46422  -1.148
C -1.77320 0.04712 2.52738  1.184
C -2.10776 0.22203 3.86273  -0.807
C -1.57656 -0.63889 4.81166  -0.521
C -0.73934 -1.66103 4.40321  -0.861
C -0.47788 -1.78683 3.04862  -0.261
N -0.98197 -0.96568 2.13119  -0.158
C -1.77002 3.19689 0.22880  -1.932
C -1.60562 2.93622 -1.26416  1.467
C -1.20109 3.94200 -2.12329  -0.962
C -1.01648 3.61270 -3.46252  -0.381
C -1.23652 2.31294 -3.87457  -0.526
C -1.64253 1.37553 -2.93360  -0.416
N -1.82639 1.68219 -1.65455  -0.137
H 0.10352 3.40604 1.93967  0.769
H -0.87129 2.51814 3.08698  0.307
H 0.58195 0.40233 2.04463  -0.270
H 1.16533 1.38723 3.36147  0.595
H 3.06025 2.97764 3.00541  0.490
H 4.91648 3.66371 1.49224  0.408
H 4.90985 2.86569 -0.87143  0.459
H 3.00044 1.41068 -1.63065  0.491
H -2.66503 0.50947 0.58058  0.381
H -3.13244 1.59268 1.92002  0.494
H -2.76640 1.02855 4.15700  0.461
H -1.81226 -0.50780 5.85983  0.430
H -0.29925 -2.34790 5.11195  0.433
H 0.17239 -2.56679 2.66920  0.458
H -1.21817 4.09904 0.48980  0.309
H -2.82216 3.38132 0.47384  0.424
H -1.03068 4.94768 -1.76118  0.403
H -0.68056 4.36162 -4.16852  0.398
H -1.06273 2.00773 -4.89619  0.425
H -1.80118 0.33800 -3.19650  0.468
F -1.52708 -1.12511 -0.59901  -0.908
N 1.24509 -0.43837 -3.28728  -0.530
C 0.85808 -0.23653 -2.20755  -0.352
C 0.84517 -3.61744 -8.47194  -1.263
C 1.23555 -2.91179 -7.18008  -0.473
S 1.63562 -4.10036 -5.93117  1.322
O 2.75384 -4.89223 -6.39270  -0.701
O 0.41677 -4.77455 -5.53919  -0.710
C 2.15971 -3.08587 -4.59856  -0.025
C 2.53418 -3.94204 -3.39233  -1.730
N 2.75629 -3.09175 -2.22448  0.500
C 1.84598 -2.88015 -1.24543  0.445
N 2.32159 -2.08259 -0.29590  -0.351
C 3.57597 -1.74860 -0.67684  -0.573
C 3.86374 -2.35155 -1.86261  0.079
N 5.05731 -2.22127 -2.62217  1.101
O 5.13547 -2.80210 -3.69427  -0.657
O 5.94358 -1.53336 -2.14416  -0.673
C 0.45951 -3.42223 -1.26748  -0.952
H 0.58382 -2.87762 -9.22745  0.383
H -0.01393 -4.26773 -8.31211  0.342
H 1.66941 -4.22281 -8.84498  0.339
H 0.42023 -2.31203 -6.77496  0.386
H 2.12039 -2.28724 -7.30533  0.410
H 1.34094 -2.41209 -4.34425  0.185
H 3.01934 -2.51231 -4.93927  0.452
H 3.41710 -4.54333 -3.58591  0.314
H 1.71233 -4.60837 -3.14250  0.637
H 4.22024 -1.10151 -0.10629  0.565
H 0.40649 -4.39044 -0.76474  0.366
H 0.08247 -3.52870 -2.28264  0.301
H -0.19011 -2.70240 -0.76697  -0.077



Record 2
# C27H33BN9O3PtSSi

A molecular structure, C27H33BN9O3PtSSi in a non-equilibrium geometry (ωB97M-V/def2-TZVPD, the Open Molecules 2025 dataset).

Values from the calculation:
- E_HOMO: -0.41739 hartree
- Charge: +1
- Electronic energy: -70720.7649 eV
- Lowest unoccupied orbital energy: -3.73 eV
- Orbital gap: 7.63 eV

Each line ends with the Mulliken charge.
Cartesian coordinates (Å):
Pt -0.09989 -0.38803 0.57892  3.066
C 1.36355 1.10879 3.75941  -1.251
C 2.14847 0.87323 2.50651  0.593
C 3.45925 1.28864 2.38708  -1.069
C 4.21957 0.91886 1.27175  -0.657
C 3.70160 0.10797 0.28643  -0.975
C 2.37737 -0.30581 0.44734  1.004
N 1.64394 0.11081 1.52056  0.358
N 1.58894 -1.09236 -0.33273  -0.073
Si 2.16316 -2.10975 -1.66544  -0.128
C 3.26744 -3.38885 -0.85805  -1.167
C 3.11103 -1.07493 -2.91056  -1.204
C 0.77178 -2.98560 -2.53913  -1.010
H 1.43566 2.15056 4.06819  0.449
H 1.79956 0.49657 4.55132  0.347
H 0.31715 0.83922 3.66030  -0.012
H 3.89827 1.87281 3.18302  0.547
H 5.23940 1.27198 1.18907  0.477
H 4.27430 -0.18496 -0.57928  0.403
H 4.02564 -2.94223 -0.21125  0.362
H 3.78725 -3.98183 -1.61348  0.412
H 2.67056 -4.07912 -0.25690  0.305
H 4.18403 -1.04397 -2.71737  0.431
H 2.74105 -0.04838 -2.95411  0.314
H 2.97701 -1.51284 -3.90220  0.434
H 0.03850 -3.44458 -1.87468  0.264
H 1.24917 -3.79026 -3.10553  0.522
H 0.24618 -2.35094 -3.25291  0.300
B -2.51540 -1.02465 2.75171  -0.196
N -2.19034 0.48162 2.66121  0.486
C -2.75188 1.56071 3.20044  -0.424
C -2.09511 2.69179 2.73347  -1.318
C -1.11512 2.20440 1.88938  -0.258
N -1.17459 0.86517 1.86790  -0.216
N -1.13479 -1.75877 2.96654  -0.034
C -0.67977 -2.43888 4.01485  -0.242
C 0.54756 -3.01506 3.70207  -1.161
C 0.79515 -2.62362 2.40052  -0.398
N -0.23277 -1.87950 1.95864  0.049
H -2.93861 -1.36112 1.68254  -0.049
H -3.23310 -1.27579 3.67305  -0.103
H -3.57298 1.45716 3.88936  0.504
H -2.30084 3.71819 2.97653  0.535
H -0.35890 2.73047 1.33303  0.745
H -1.27810 -2.50740 4.90803  0.482
H 1.15298 -3.64869 4.32485  0.491
H 1.62759 -2.83177 1.74824  0.310
O -3.55621 3.77309 -0.57903  -0.679
S -2.92224 2.95921 -1.56832  1.109
O -3.69887 2.36851 -2.61479  -0.672
N -2.04721 1.76864 -0.81002  -0.140
C -0.79020 1.96179 -1.00596  0.083
O 0.18008 1.21994 -0.58551  -0.575
C -0.39543 3.12872 -1.83823  0.254
C 0.86551 3.53900 -2.23352  -0.449
C 0.95344 4.65078 -3.06295  -0.790
C -0.19193 5.32153 -3.48275  -0.628
C -1.45779 4.90343 -3.08232  -0.776
C -1.52303 3.80466 -2.25476  0.201
H 1.74943 3.00780 -1.90562  0.577
H 1.92354 4.99907 -3.39087  0.436
H -0.09733 6.17952 -4.13444  0.424
H -2.35077 5.41927 -3.40745  0.495
N -2.23040 -3.17048 0.50004  -0.246
C -2.29327 -2.39173 -0.60077  0.675
C -3.25844 -2.71154 -1.58033  -1.076
C -3.30095 -2.03462 -2.76319  -0.681
C -2.32194 -1.06712 -3.01731  -1.144
C -1.42012 -0.80029 -2.03529  -1.049
N -1.40613 -1.39811 -0.80826  0.449
H -3.02511 -3.74949 0.70453  0.234
H -1.64467 -2.90846 1.27194  0.184
H -3.95369 -3.50995 -1.36068  0.461
H -4.05245 -2.27321 -3.50330  0.456
H -2.27471 -0.52818 -3.95066  0.571
H -0.61003 -0.12104 -2.21884  1.052



Record 3
# C18H18F6O18

6 unconnected molecules or ions with the total composition C18H18F6O18 in a non-equilibrium geometry (ωB97M-V/def2-TZVPD, the Open Molecules 2025 dataset).

Values from the calculation:
- E_HOMO: -0.39747 hartree
- Charge: 0
- Electronic energy: -72118.7459 eV
- Relative energy (zero: lowest compared OMol25 entry of this formula, charge and spin): 44.60 kJ/mol
- Lowest unoccupied orbital energy: 0.25 eV
- Structure (SMILES): O=C1OC[C@@H](F)O1.O=C1OC[C@@H](F)O1.O=C1OC[C@@H](F)O1.O=C1OC[C@@H](F)O1.O=C1OC[C@@H](F)O1.O=C1OC[C@@H](F)O1
- Orbital gap: 11.07 eV

Each line ends with the Mulliken charge.
Cartesian coordinates (Å):
O 1.97867 6.44689 5.04235  -0.521
C 1.90854 5.27562 4.88842  0.607
O 1.02801 4.70899 4.04684  -0.397
C 1.25108 3.28613 3.93731  -0.112
C 2.26816 3.07706 5.05380  0.662
F 3.41788 2.53723 4.51359  -0.320
O 2.67605 4.35534 5.49435  -0.353
H 0.29144 2.79800 4.08586  0.121
H 1.60509 3.08756 2.92755  0.105
H 1.92042 2.46674 5.88410  0.194
O -2.64780 -0.23731 -4.90537  -0.514
C -1.80834 0.58799 -5.06500  0.584
O -1.03825 1.15603 -4.10169  -0.194
C -0.18337 2.16186 -4.74052  -0.402
C -0.21626 1.71104 -6.17651  0.236
F 0.81940 0.81462 -6.36217  -0.236
O -1.40927 0.98703 -6.28042  -0.344
H -0.70990 3.10366 -4.57237  0.298
H 0.80552 2.17937 -4.29761  0.294
H -0.22168 2.48676 -6.94254  0.274
O -0.73216 2.08597 1.71795  -0.527
C -0.54046 1.21061 0.94317  0.619
O -0.25534 1.47138 -0.35367  -0.398
C 0.31390 0.31466 -0.95552  -0.027
C 0.05162 -0.79569 0.04881  0.742
F 1.21080 -1.39740 0.48990  -0.362
O -0.49331 -0.11862 1.16285  -0.287
H -0.24722 0.12717 -1.87546  -0.094
H 1.33603 0.43741 -1.31337  0.318
H -0.56501 -1.57836 -0.38259  0.047
O 2.80119 -0.44115 -4.66381  -0.463
C 2.77950 -1.49370 -4.13116  0.495
O 3.57303 -2.53967 -4.45355  -0.354
C 3.17561 -3.65607 -3.67512  -0.441
C 2.09897 -3.15215 -2.70484  0.418
F 2.59041 -3.09694 -1.43201  -0.314
O 1.93435 -1.81309 -3.14356  -0.167
H 2.78070 -4.46396 -4.29559  0.272
H 4.04534 -4.05727 -3.15437  0.270
H 1.13364 -3.65029 -2.72520  0.270
O -1.68105 -2.27176 -2.44180  -0.446
C -2.75305 -2.05553 -1.96692  0.647
O -3.84170 -2.80916 -2.00792  -0.381
C -4.85720 -2.26346 -1.17339  -0.481
C -4.44506 -0.79567 -1.13809  0.345
F -4.66302 -0.24660 0.09166  -0.288
O -3.03314 -0.88302 -1.30537  -0.202
H -5.81803 -2.49015 -1.62469  0.265
H -4.74976 -2.70269 -0.17780  0.298
H -4.96110 -0.20162 -1.89353  0.262
O 0.10730 0.80573 7.62028  -0.503
C 0.21348 0.04620 6.72500  0.609
O 0.58391 -1.23890 6.83451  -0.341
C 0.63687 -1.86301 5.57831  -0.523
C -0.16315 -0.86640 4.70660  0.587
F -1.47679 -1.22620 4.73072  -0.311
O 0.00645 0.33925 5.40260  -0.283
H 1.66337 -1.98428 5.21439  0.295
H 0.24235 -2.87776 5.58469  0.333
H 0.26231 -0.79843 3.70791  0.116



Record 4
# CHClO3S

CHClO3S in the gas phase in a non-equilibrium geometry (ωB97M-V/def2-TZVPD, the Open Molecules 2025 dataset).

Values from the calculation:
- E_HOMO: -0.36173 hartree
- Charge: 0
- Electronic energy: -30550.7366 eV
- Relative energy (zero: lowest compared OMol25 entry of this formula, charge and spin): 262.57 kJ/mol
- Lowest unoccupied orbital energy: -0.98 eV
- Structure (SMILES): O=C(OS)OCl
- Orbital gap: 8.87 eV

Each line ends with the Mulliken charge.
Cartesian coordinates (Å):
O -0.61744 -1.25717 0.08687  -0.512
C -0.44948 -0.07178 0.12236  0.882
O 0.72135 0.52285 0.14996  -0.293
S 1.93709 -0.65982 0.07795  -0.027
O -1.36343 0.87697 0.09186  -0.280
Cl -3.02897 0.48765 0.06970  0.074
H 2.80089 0.10130 -0.59870  0.156



Record 5
# C5H5NO

C5H5NO in the gas phase in a non-equilibrium geometry (ωB97M-V/def2-TZVPD, the Open Molecules 2025 dataset).

Values from the calculation:
- E_HOMO: -0.32323 hartree
- Charge: 0
- Electronic energy: -8799.1744 eV
- Relative energy (zero: lowest compared OMol25 entry of this formula, charge and spin): 409.55 kJ/mol
- Lowest unoccupied orbital energy: -0.46 eV
- Structure (SMILES): C#C/C(N)=C/C=O
- Orbital gap: 8.33 eV

Each line ends with the Mulliken charge.
Cartesian coordinates (Å):
C 0.77557 2.44362 1.49207  -0.310
C 0.70340 1.23326 1.05737  -0.427
C 0.38854 0.08069 0.25417  0.783
N 0.48124 -1.15730 0.84398  -0.591
C -0.15616 0.11908 -1.03834  -0.591
C -0.89337 -0.98233 -1.62178  0.206
O -0.76176 -2.10600 -1.10716  -0.627
H 1.33584 3.24716 2.05140  0.320
H 0.26732 -1.06042 2.02034  0.281
H -0.09326 -1.97293 0.22241  0.410
H -0.46721 1.09946 -1.58315  0.241
H -1.58016 -0.94429 -2.59131  0.305



Record 6
# C25H23IrN11O2PS4

A molecular structure, C25H23IrN11O2PS4 in a non-equilibrium geometry (ωB97M-V/def2-TZVPD, the Open Molecules 2025 dataset).

Values from the calculation:
- 2S+1: 2
- E_HOMO (spin up / spin down): -0.37909 / -0.37756 hartree
- Charge: +1
- Electronic energy: -102247.0422 eV
- Relative energy (zero: lowest compared OMol25 entry of this formula, charge and spin): 84.88 kJ/mol
- Lowest unoccupied orbital energy (spin up / spin down): -3.32 / -4.30 eV
- <S²>: 0.756
- Orbital gap (spin up / spin down): 6.99 / 5.98 eV

Each line ends with the Löwdin spin population.
Cartesian coordinates (Å):
Ir -0.91776 -0.09332 1.25972  0.667
C -1.66799 5.61343 1.22211  0.001
N -1.77691 4.25975 1.75529  0.001
C -2.38569 3.91330 2.92651  0.004
C -2.25609 2.56179 3.05218  0.006
N -1.57516 2.08054 1.96849  0.118
C -1.29781 3.12379 1.19962  0.004
P -0.42985 3.06134 -0.38308  -0.001
C -1.52278 1.81517 -1.12377  0.008
N -2.23091 0.95443 -0.40806  0.053
C -3.08436 0.32995 -1.27733  0.003
C -2.87266 0.81861 -2.53031  0.003
N -1.88391 1.75857 -2.42309  0.002
C -1.24135 2.43586 -3.54050  0.000
C 0.95581 2.07060 0.25822  0.002
N 0.87224 1.12407 1.19736  0.020
C 2.16263 0.79004 1.52878  0.000
C 3.01491 1.54110 0.78464  0.002
N 2.24285 2.34494 -0.00979  0.000
C 2.74588 3.19261 -1.08310  0.000
H -2.16659 6.28872 1.91078  0.000
H -2.15076 5.67883 0.24960  0.000
H -0.62355 5.90427 1.13389  0.000
H -2.84757 4.64314 3.56791  0.001
H -2.59881 1.92945 3.84944  0.001
H -3.79134 -0.41419 -0.95062  0.000
H -3.31563 0.56656 -3.47766  0.000
H -1.96540 2.55782 -4.34112  0.000
H -0.39952 1.83996 -3.89023  0.000
H -0.89530 3.41691 -3.22209  0.000
H 2.39488 0.06527 2.28573  0.000
H 4.08984 1.57825 0.76359  0.000
H 3.76536 3.48312 -0.84594  0.000
H 2.13293 4.08627 -1.16754  0.000
H 2.72775 2.63720 -2.01968  0.000
S -1.77006 -0.45123 3.37263  0.018
C -0.64122 -1.51234 4.18811  0.005
C -0.87513 -1.69901 5.58399  0.001
N -1.09372 -1.82094 6.70565  0.001
C 0.35321 -2.09751 3.51012  0.002
S 0.56597 -1.79172 1.80038  -0.013
C 1.31079 -2.98159 4.09386  -0.001
N 2.11297 -3.69094 4.51140  0.000
N 4.23357 -5.43672 -1.73904  0.001
C 3.37483 -4.38961 -1.85793  0.001
C 2.27446 -4.46008 -2.72483  0.000
C 1.39610 -3.40300 -2.82934  0.001
C 1.60649 -2.25100 -2.07816  0.001
C 2.70020 -2.16240 -1.21693  0.000
C 3.57514 -3.21627 -1.10821  0.000
S 0.44545 -0.96196 -2.11176  0.007
O -0.45637 -1.17757 -3.21301  0.010
O 1.12025 0.30868 -1.99454  0.000
N -0.37559 -1.10863 -0.70543  0.063
C -1.43885 -1.91362 -0.52425  0.005
S -2.22469 -3.13026 -1.43441  0.000
C -3.40152 -3.28954 -0.15735  0.001
C -3.15825 -2.43554 0.85529  0.000
N -2.03982 -1.66657 0.63659  -0.002
H 4.11680 -6.26505 -2.29142  0.000
H 5.03628 -5.38132 -1.14121  0.000
H 2.11736 -5.35350 -3.31586  0.000
H 0.55459 -3.45566 -3.50727  0.000
H 2.85326 -1.26262 -0.63399  0.000
H 4.42490 -3.15042 -0.44023  0.000
H -4.19071 -4.01847 -0.22586  0.000
H -3.71406 -2.33176 1.77307  0.000